ORCA calculation (wB97M-V/def2-TZVPD) on C5H5Cl2NNdO4Pr as an isolated structure at a distorted geometry.

Properties
* charge: +4
* LUMO (alpha / beta): -15.491 / -14.848 eV
* ⟨S²⟩: 8.763
* DFT total energy: -69294.6723 eV
* HOMO level (alpha / beta): -22.52 / -22.57 eV
* spin multiplicity: 6

Geometry (Å):
Pr: -0.2946 -0.0091 -5.7826
Nd: -0.4853 -0.9201 1.0525
Cl: -1.1600 2.3249 -5.2900
Cl: 1.6937 -2.1805 1.2405
C: -1.1824 -2.4428 2.7165
C: -0.8295 0.3175 -7.9959
C: 0.2061 -2.2747 -7.0468
O: -1.4508 -3.2169 3.5303
O: -1.1038 0.4996 -9.1150
O: 0.4535 -3.2909 -7.5413
C: 0.7665 0.2353 4.1926
C: 0.2296 1.3004 3.3161
N: 0.2211 2.5751 3.6782
O: -0.2442 0.9993 2.1437
H: 1.1830 0.6845 5.1116
H: 1.5708 -0.3069 3.6660
H: -0.0371 -0.4617 4.4909
H: -0.1560 3.2964 3.0630
H: 0.6193 2.8708 4.5696

=====

ORCA calculation (wB97M-V/def2-TZVPD) on a 2-piece molecular cluster, C11H16N2O2 overall at a distorted geometry.

Properties
* charge: 0
* LUMO (alpha / beta): 0.325 / -2.631 eV
* ⟨S²⟩: 2.040
* DFT total energy: -18733.3571 eV
* HOMO level (alpha / beta): -6.91 / -9.68 eV
* spin multiplicity: 3

Geometry (Å):
C: 1.7658 0.6911 0.9311
C: 1.5015 -0.0567 -1.3559
C: 2.9101 -0.0800 1.0510
C: 2.7430 -0.6508 -1.1328
C: 0.9861 0.6533 -0.2633
C: -1.0709 2.0741 0.5829
C: -0.7130 1.5349 -1.7840
C: -0.7910 -1.1595 1.8701
C: -0.4686 -2.1821 -0.4280
C: -0.1955 1.4491 -0.3877
C: -1.0901 -1.0868 0.3737
N: 3.4450 -0.6780 -0.0188
N: -2.3042 -0.5664 0.0802
O: -2.8903 0.1272 0.9264
O: -2.7222 -0.6202 -1.0992
H: 1.5610 1.1837 1.8354
H: 0.8492 -0.1627 -2.2830
H: 3.5264 -0.1765 1.9257
H: 3.2818 -1.1541 -1.8355
H: -2.0570 1.4653 0.7738
H: -1.4071 3.0932 0.2888
H: -0.6689 2.2966 1.6306
H: -0.0875 1.3014 -2.5296
H: -1.7110 1.0932 -1.9019
H: -1.1042 2.5178 -1.9540
H: -0.8768 -2.0770 2.3478
H: 0.1870 -0.9436 1.9851
H: -1.5579 -0.4251 2.4387
H: 0.5290 -1.9042 -0.7239
H: -0.6418 -3.1773 -0.0299
H: -0.9277 -2.3798 -1.3140

=====

ORCA calculation (wB97M-V/def2-TZVPD) on a 4-piece molecular cluster, C27H49BClN2O14 overall at a distorted geometry.

Properties
* charge: +1
* LUMO: -4.596 eV
* DFT total energy: -73632.6083 eV
* HOMO level: -11.99 eV

Geometry (Å):
C: 0.7269 -3.9170 1.6860
C: -0.5415 -4.5145 1.0853
O: -1.7412 -3.9869 1.6926
B: -2.6120 -3.6204 0.7059
O: -3.7070 -4.3934 0.4256
C: -2.3157 -2.2745 -0.0941
C: -1.9607 -1.1355 0.5915
N: -1.7127 0.0343 0.0627
C: -1.3822 1.2110 0.8855
C: 0.0382 1.7427 0.6726
O: 0.3900 1.9912 -0.6616
N: -1.7462 0.2003 -1.2458
C: -2.0382 -0.8489 -1.9600
C: -1.9988 -0.5762 -3.4531
C: -0.5243 -0.4247 -3.8791
C: 0.2669 -1.7583 -3.8298
C: 1.4631 -1.7867 -2.8802
C: 2.5227 -0.7317 -3.1714
O: 3.5964 -0.8425 -2.2103
C: 3.4193 -0.0804 -1.0863
C: 2.9775 -0.8336 0.1554
O: 3.5774 1.1254 -1.0683
C: -2.3697 -2.1433 -1.4805
C: -2.7388 -3.2795 -2.3726
C: -4.3094 -3.4152 -2.4853
C: -5.0858 -2.2135 -1.9525
Cl: -6.8161 -2.4301 -2.3936
H: 1.4602 -3.6939 0.9131
H: 1.1842 -4.6140 2.3801
H: 0.5066 -2.9672 2.1679
H: -0.5203 -4.3194 0.0021
H: -0.5558 -5.5981 1.1794
H: -3.5420 -5.0574 -0.2501
H: -1.8776 -1.2011 1.6700
H: -2.1575 1.9596 0.7366
H: -1.4334 0.8819 1.9199
H: 0.0832 2.7001 1.2030
H: 0.7459 1.0958 1.1829
H: -0.3728 2.2935 -1.1617
H: -2.5468 -1.3189 -4.0215
H: -2.5002 0.3772 -3.6176
H: -0.4762 -0.0019 -4.8795
H: -0.0610 0.2837 -3.1933
H: -0.4011 -2.5626 -3.5268
H: 0.6081 -1.9986 -4.8354
H: 1.1795 -1.7403 -1.8270
H: 1.9476 -2.7553 -3.0156
H: 2.1408 0.2884 -3.1352
H: 2.9745 -0.9264 -4.1390
H: 3.4484 -1.8030 0.2792
H: 1.8902 -0.9078 0.1043
H: 3.1844 -0.1977 1.0108
H: -2.2975 -3.1975 -3.3546
H: -2.3867 -4.2148 -1.9434
H: -4.6016 -3.5233 -3.5251
H: -4.6624 -4.2660 -1.9195
H: -4.7975 -1.2772 -2.4193
H: -5.0757 -2.1594 -0.8705
C: 5.8552 2.9414 -1.9312
O: 6.9528 2.3987 -2.6733
C: 7.8683 1.7905 -1.9247
O: 7.8359 1.6684 -0.7279
O: 8.8286 1.3369 -2.7298
C: 9.8877 0.6563 -2.0549
H: 5.1844 3.4038 -2.6502
H: 5.3190 2.1560 -1.4018
H: 6.2039 3.7025 -1.2339
H: 9.5105 -0.2224 -1.5347
H: 10.3899 1.3230 -1.3565
H: 10.5952 0.3418 -2.8167
C: -4.2498 5.2544 3.5040
O: -3.2440 5.0517 2.5055
C: -2.7527 6.1823 1.9892
O: -3.0776 7.2944 2.2936
O: -1.8376 5.8535 1.0738
C: -1.2231 6.9775 0.4328
H: -4.5630 4.2697 3.8399
H: -3.8454 5.8065 4.3499
H: -5.1074 5.7766 3.0849
H: -0.6961 7.5929 1.1588
H: -1.9649 7.5685 -0.1003
H: -0.5068 6.5797 -0.2808
C: -0.9410 1.6397 5.9938
O: -1.6142 0.7676 5.0767
C: -1.4877 -0.5285 5.3655
O: -0.8778 -0.9926 6.2860
O: -2.1581 -1.2237 4.4396
C: -2.1059 -2.6459 4.6145
H: -1.1198 2.6550 5.6518
H: -1.3451 1.5257 6.9972
H: 0.1298 1.4457 5.9923
H: -2.5496 -2.9429 5.5623
H: -1.0790 -3.0003 4.5474
H: -2.6802 -3.0811 3.8043

=====

ORCA calculation (wB97M-V/def2-TZVPD) on a 11-piece molecular cluster, C5H35N2O11 overall at a distorted geometry.

Properties
* charge: +1
* LUMO: -2.452 eV
* DFT total energy: -31251.0751 eV
* HOMO level: -12.23 eV

Geometry (Å):
C: -1.1354 -0.1707 -0.6311
N: -0.2996 -0.0716 0.5774
C: -1.0074 0.4625 1.7851
C: -0.4754 1.8984 2.0981
O: -0.9997 2.7812 1.1270
C: -0.8904 1.0826 -1.5292
N: 0.5942 1.3779 -1.6238
C: 1.2223 0.7357 -2.8173
H: -0.8936 -1.0959 -1.2137
H: -2.2135 -0.2510 -0.4392
H: 0.0857 -0.9663 0.7690
H: -2.0517 0.4964 1.6548
H: -0.7968 -0.1696 2.6815
H: -0.7257 2.2118 3.1253
H: 0.6402 1.9166 2.0100
H: -1.6643 3.4069 1.4630
H: -1.3968 2.0077 -1.1095
H: -1.3346 0.9234 -2.5386
H: 0.7523 2.3741 -1.6414
H: 1.0667 1.0078 -0.7358
H: 0.5215 0.9123 -3.7291
H: 1.2748 -0.3073 -2.6990
H: 2.2116 1.1783 -3.0822
H: 0.7808 -2.7505 1.5662
H: 2.0067 -2.1824 0.9904
O: 1.5571 -2.3318 1.8189
H: 2.5395 1.9257 0.3621
H: 2.3198 0.7177 1.2624
O: 2.5810 0.9741 0.3573
H: 1.5089 4.4392 -0.0500
H: 0.4562 3.3472 0.2682
O: 1.2553 3.5091 -0.1508
H: -0.4030 -1.9435 -3.0296
H: -1.0693 -1.6229 -4.3311
O: -0.6499 -1.2318 -3.6283
H: -0.2725 -3.1992 -0.2424
H: -0.7927 -4.1495 0.8541
O: -0.6712 -3.2518 0.6720
H: -2.4334 -2.0442 1.0524
H: -3.9714 -2.1193 1.0875
O: -3.2367 -1.5323 1.1087
H: -2.7389 1.7265 0.3887
H: -3.9855 0.8388 0.5788
O: -3.6917 1.7019 0.2520
H: 3.5438 -1.7456 -0.6213
H: 2.5253 -0.6141 -0.3456
O: 2.5880 -1.5642 -0.5696
H: 2.5602 0.0841 3.4442
H: 1.6515 -0.8035 2.5678
O: 1.8209 0.1354 2.7848
H: 1.0743 -3.8557 -1.9637
H: 1.3955 -2.3975 -1.3446
O: 0.6324 -3.0011 -1.6617

=====

ORCA calculation (wB97M-V/def2-TZVPD) on a 3-piece molecular cluster, C5H12O2 overall.

Properties
* charge: 0
* LUMO: 0.502 eV
* SMILES: C=C/C=C/C.O.O
* DFT total energy: -9473.1242 eV
* HOMO level: -9.28 eV

Geometry (Å):
C: 0.6052 1.8951 0.1049
C: -0.3594 1.0108 -0.1301
C: -0.5999 0.4628 -1.4789
C: 0.3664 -0.1365 -2.1623
C: 0.1865 -0.7734 -3.4986
H: 0.9162 2.2984 1.0569
H: 1.0837 2.3305 -0.7653
H: -0.9541 0.6447 0.7033
H: -1.6064 0.5253 -1.8778
H: 1.3583 -0.2073 -1.7372
H: -0.0789 -1.8331 -3.4615
H: 1.0613 -0.7219 -4.1457
H: -0.6324 -0.3118 -4.0557
O: 1.9290 -0.9383 1.7672
H: 2.3011 -0.1365 2.1589
H: 1.0118 -0.7577 1.5417
O: -2.2018 -0.9187 3.9958
H: -1.3404 -0.4965 4.0910
H: -2.0536 -1.6266 3.3555

=====

ORCA calculation (wB97M-V/def2-TZVPD) on a single C5H7N molecule.

Properties
* charge: 0
* LUMO: 1.149 eV
* SMILES: C1[C@H]2CN3[C@H]2[C@H]13
* DFT total energy: -6785.4517 eV
* HOMO level: -9.36 eV

Geometry (Å):
C: -0.7799 -0.3626 0.9570
C: -0.7567 0.2770 -0.4452
C: 0.4320 1.2337 -0.3725
N: 1.3432 0.0795 -0.1780
C: 0.3339 -0.7693 -0.8486
C: 0.5891 -0.9234 0.6056
H: -0.8710 0.3131 1.8164
H: -1.5083 -1.1751 1.0253
H: -1.6854 0.5190 -0.9628
H: 0.4657 2.0179 0.3916
H: 0.6786 1.6473 -1.3547
H: 0.5803 -1.2174 -1.8025
H: 1.1785 -1.6398 1.1685

=====

Question: Number 6 is which compound?
Answer: C5H7N

=====

Question: Look up the charge of the fourth one.
Answer: +1